No. 1
Formula: C38H33NO
Source: the OMol25 dataset
Level of theory: the ωB97M-V functional and the def2-TZVPD basis

```
73
Properties=species:S:1:pos:R:3:forces:R:3
C -3.4358 -6.6590 1.8652 0.05 0.02 0.02
C -3.7259 -5.2456 1.4608 -0.03 0.01 -0.01
C -4.8866 -4.6017 1.8674 0.05 -0.09 -0.03
C -5.1427 -3.2956 1.4948 0.06 0.12 -0.07
C -4.2395 -2.5894 0.7056 0.01 -0.27 0.09
C -4.5087 -1.1995 0.3089 -0.08 0.23 -0.09
C -5.7866 -0.8010 -0.0709 0.08 -0.05 0.05
C -6.0208 0.5095 -0.4432 -0.08 0.07 0.01
C -4.9895 1.4303 -0.4386 0.01 -0.02 0.02
C -3.7033 1.0557 -0.0618 0.01 0.07 -0.15
C -2.6251 2.1098 -0.0391 -0.03 0.14 -0.02
C -2.5955 2.8072 1.3305 0.00 0.06 -0.19
C -1.9785 1.9221 2.3636 -0.04 0.07 0.13
C -1.0153 1.0643 2.0733 0.09 -0.08 0.00
C -0.4127 0.9222 0.7082 -0.07 -0.03 0.04
C -1.2220 1.6072 -0.4049 -0.21 0.09 -0.16
C -0.3782 2.8079 -0.8245 -0.29 -0.17 0.04
O -0.7139 3.6759 -1.6024 -0.13 0.22 -0.28
N 0.7924 2.7661 -0.1648 0.18 0.01 0.33
C 1.8333 3.7561 -0.3372 -0.03 0.16 -0.14
C 2.9412 3.2498 -1.2254 0.14 0.17 -0.04
C 2.6955 3.0582 -2.5795 0.03 0.11 0.03
C 3.6751 2.5297 -3.3996 -0.02 0.03 -0.09
C 4.9091 2.1853 -2.8740 0.07 -0.01 -0.07
C 5.1651 2.3863 -1.5291 0.11 -0.01 0.01
C 4.1862 2.9200 -0.7098 -0.06 0.16 -0.09
C 0.9853 1.6081 0.6765 0.18 -0.25 0.11
C 2.0670 0.7073 0.1344 0.32 -0.13 0.50
C 1.9849 0.2526 -1.1970 0.15 -0.25 -0.11
C 2.9803 -0.5076 -1.7359 -0.31 0.12 -0.01
C 4.1152 -0.8584 -0.9755 0.08 0.04 0.39
C 5.1780 -1.6111 -1.5136 0.13 -0.07 0.00
C 6.2689 -1.9230 -0.7511 -0.05 -0.05 -0.24
C 6.3431 -1.5008 0.5853 -0.01 0.10 0.23
C 5.3264 -0.7724 1.1367 0.15 -0.05 0.02
C 4.1912 -0.4290 0.3743 0.03 -0.19 -0.29
C 3.1431 0.3518 0.9020 -0.43 0.06 -0.10
C -3.4798 -0.2607 0.3084 -0.13 -0.05 -0.07
C -3.0731 -3.2351 0.3007 -0.05 0.05 0.02
C -2.8239 -4.5414 0.6708 -0.03 -0.03 0.06
H -3.1543 -7.2552 0.9986 0.01 -0.09 -0.01
H -2.6050 -6.6855 2.5706 0.03 -0.08 0.05
H -4.3021 -7.1151 2.3379 -0.02 -0.08 0.03
H -5.6003 -5.1291 2.4850 -0.05 -0.06 0.06
H -6.0454 -2.8097 1.8358 -0.08 0.06 0.03
H -6.5896 -1.5229 -0.0956 -0.06 -0.08 -0.01
H -7.0126 0.8145 -0.7447 -0.07 0.02 -0.04
H -5.1807 2.4522 -0.7341 0.00 0.12 -0.05
H -2.8816 2.8613 -0.7960 0.05 -0.13 0.09
H -3.6103 3.0813 1.6249 0.04 0.06 -0.04
H -2.0142 3.7314 1.2461 -0.08 0.09 0.01
H -2.3573 2.0004 3.3725 0.04 -0.06 0.16
H -0.5864 0.4279 2.8353 0.00 -0.03 0.18
H -0.2736 -0.1424 0.4930 -0.01 0.12 0.00
H -1.3183 0.9477 -1.2740 0.06 0.06 0.02
H 2.2239 4.0314 0.6481 -0.04 0.01 -0.08
H 1.3510 4.6253 -0.7952 0.08 -0.06 0.14
H 1.7281 3.3215 -2.9818 -0.15 0.03 -0.05
H 3.4749 2.3828 -4.4508 -0.02 -0.01 -0.09
H 5.6719 1.7629 -3.5113 0.07 -0.04 -0.06
H 6.1263 2.1198 -1.1148 0.09 -0.04 0.04
H 4.3899 3.0735 0.3406 -0.01 -0.01 0.12
H 1.2709 1.9411 1.6846 -0.03 -0.09 -0.12
H 1.1307 0.5339 -1.7949 -0.08 0.04 -0.14
H 2.9183 -0.8421 -2.7614 -0.01 -0.01 -0.12
H 5.1154 -1.9335 -2.5432 0.01 -0.04 -0.10
H 7.0824 -2.4967 -1.1707 0.04 -0.05 -0.06
H 7.2123 -1.7564 1.1737 0.05 0.00 0.07
H 5.3806 -0.4439 2.1651 0.02 0.02 0.10
H 3.2143 0.6870 1.9282 0.00 0.10 0.12
H -2.4999 -0.5733 0.6284 0.13 -0.05 0.03
H -2.3669 -2.7144 -0.3301 0.06 0.06 -0.07
H -1.9165 -5.0277 0.3405 0.09 -0.05 -0.05
```
Positions in Å, forces in eV/Å.

M = 519.688 g/mol
ΔE to the lowest compared entry with this formula, charge and spin = 0.0 kcal/mol
SMILES string = Cc1ccc(-c2cccc([C@H]3CC=C[C@H]4[C@@H]3C(=O)N(Cc3ccccc3)[C@@H]4c3ccc4ccccc4c3)c2)cc1
calculated total energy = -1597.9047 hartree
largest force on an atom = 0.60 eV/Å
frontier orbital gap = 8.79 eV

No. 2
Formula: C38H34As2BaN2
Source: the OMol25 dataset
Level of theory: the ωB97M-V functional and the def2-TZVPD basis

```
77
Properties=species:S:1:pos:R:3:forces:R:3
Ba 0.4756 1.6113 -0.4881 -0.17 1.51 -1.69
C -0.4214 -1.5293 1.5831 -0.14 -0.10 -0.03
C 0.6398 -0.6720 0.9426 0.27 -0.36 0.50
As 2.6334 -0.8413 1.1756 -0.18 0.00 -0.18
C 2.8264 -2.2453 -0.1465 -0.06 -0.17 0.09
C 3.5202 -1.9002 -1.3026 0.13 -0.07 -0.02
C 3.6071 -2.7932 -2.3667 0.02 0.08 0.01
C 2.9981 -4.0334 -2.2791 -0.04 -0.05 0.01
C 2.3014 -4.3857 -1.1278 0.01 0.00 -0.02
C 2.2124 -3.4991 -0.0666 -0.03 0.10 -0.09
C 2.5548 -1.6105 2.9427 0.02 -0.16 0.04
C 2.2621 -0.7187 3.9713 -0.01 -0.02 0.05
C 2.0806 -1.1837 5.2660 0.02 0.04 -0.01
C 2.2040 -2.5385 5.5381 0.00 -0.02 0.01
C 2.5259 -3.4238 4.5202 0.01 -0.01 -0.01
C 2.7025 -2.9654 3.2210 0.07 0.08 0.06
As -2.0985 -0.5180 1.2122 0.15 0.01 0.26
C -3.4010 -1.6670 2.0442 -0.12 -0.13 -0.13
C -4.3198 -2.4086 1.3089 -0.03 0.01 0.06
C -5.2109 -3.2465 1.9662 0.01 0.02 -0.01
C -5.1874 -3.3403 3.3496 -0.01 -0.01 -0.01
C -4.2792 -2.5896 4.0831 0.01 0.02 0.01
C -3.3892 -1.7476 3.4337 -0.03 -0.02 0.03
C -2.2419 -0.9174 -0.6874 0.13 -0.02 -0.08
C -2.5505 0.1415 -1.5416 -0.08 0.01 -0.04
C -2.6498 -0.0545 -2.9173 -0.03 0.04 0.04
C -2.4212 -1.3116 -3.4477 0.02 -0.05 0.00
C -2.1039 -2.3747 -2.6062 0.00 0.00 -0.04
C -2.0175 -2.1829 -1.2368 0.05 0.08 0.02
H -0.2948 -1.6056 2.6637 0.04 0.02 -0.01
H -0.4493 -2.5342 1.1639 -0.03 -0.01 0.03
H 0.4514 0.3472 1.3191 -0.07 -0.73 0.64
H 0.4895 -0.6988 -0.1486 -0.03 -0.52 0.26
H 4.0336 -0.9464 -1.3653 -0.02 0.01 0.00
H 4.1699 -2.5242 -3.2514 0.00 0.00 0.00
H 3.0756 -4.7349 -3.0992 0.00 0.00 0.00
H 1.8344 -5.3592 -1.0548 0.00 0.00 0.00
H 1.6610 -3.7897 0.8170 -0.03 0.02 0.00
H 2.1944 0.3471 3.7763 -0.01 0.00 -0.02
H 1.8642 -0.4868 6.0647 -0.01 0.00 -0.01
H 2.0669 -2.9020 6.5474 0.01 0.00 0.00
H 2.6466 -4.4770 4.7361 0.01 0.00 0.00
H 2.9840 -3.6650 2.4477 0.00 -0.01 -0.01
H -4.3558 -2.3341 0.2297 0.02 -0.01 -0.01
H -5.9251 -3.8242 1.3947 -0.01 0.00 0.00
H -5.8837 -3.9934 3.8580 0.00 0.00 0.00
H -4.2700 -2.6539 5.1629 0.01 0.00 0.00
H -2.6961 -1.1535 4.0196 0.02 0.00 -0.01
H -2.7958 1.1162 -1.1218 0.01 0.00 0.00
H -2.9226 0.7678 -3.5662 -0.01 0.01 0.01
H -2.5039 -1.4732 -4.5145 -0.01 -0.01 0.00
H -1.9422 -3.3615 -3.0205 0.00 0.00 -0.01
H -1.7941 -3.0257 -0.5936 -0.01 0.00 0.01
N 0.5690 4.2537 -0.3237 0.00 0.35 0.11
C 0.6322 5.3886 -0.1306 0.04 0.40 0.02
C 0.7153 6.8054 0.0927 -0.05 -0.51 -0.08
C 1.7007 7.5370 -0.5696 0.06 0.12 -0.01
C 1.7670 8.9024 -0.3591 -0.02 -0.06 0.00
C 0.8607 9.5157 0.4979 0.00 0.03 0.00
C -0.1157 8.7772 1.1557 0.01 -0.06 -0.02
C -0.1966 7.4106 0.9571 -0.03 0.12 0.05
H 2.3984 7.0442 -1.2327 0.00 0.00 0.00
H 2.5230 9.4886 -0.8620 0.00 0.00 0.00
H 0.9159 10.5846 0.6550 0.00 0.00 0.00
H -0.8126 9.2667 1.8211 0.00 0.00 0.00
H -0.9508 6.8215 1.4605 0.00 0.00 0.00
C 0.4625 0.2695 -5.8697 0.00 0.01 -0.04
C 0.9337 -0.6245 -4.9218 0.00 -0.01 0.03
C 0.9190 -0.2477 -3.5915 -0.05 -0.02 0.02
N 0.4702 0.9442 -3.1780 0.17 0.03 0.19
C 0.0147 1.7981 -4.1025 -0.01 0.01 -0.05
C -0.0100 1.5059 -5.4528 0.00 -0.02 0.04
H 0.4648 0.0096 -6.9200 -0.01 0.00 0.00
H 1.3085 -1.5990 -5.2013 0.00 0.00 0.00
H 1.2768 -0.9316 -2.8271 0.02 0.00 -0.01
H -0.3496 2.7577 -3.7483 0.02 0.00 0.01
H -0.3878 2.2324 -6.1579 0.01 0.00 0.00
```
Positions in Å, forces in eV/Å.

charge = +2
M = 805.876 g/mol
calculated total energy = -6074.5109 hartree
largest force on an atom = 2.28 eV/Å
frontier orbital gap = 7.98 eV

No. 3
Formula: C38H34BaN2O2P2S
Source: the OMol25 dataset
Level of theory: the ωB97M-V functional and the def2-TZVPD basis

```
80
Properties=species:S:1:pos:R:3:forces:R:3
Ba 0.6498 -3.0646 -0.3141 -0.48 -1.99 -2.17
O 0.8449 -2.2947 1.8090 0.83 -1.79 2.15
S 0.3500 -0.9339 1.4163 -0.33 2.39 2.02
C -1.1672 -0.7920 2.3555 -0.17 0.17 -0.75
C -1.2994 -0.8375 3.7308 0.19 0.01 0.19
C -2.5746 -0.7971 4.2787 0.20 0.01 -0.02
C -3.6863 -0.7010 3.4561 -0.07 0.03 -0.07
C -3.5486 -0.7350 2.0765 0.20 0.05 0.10
C -2.2788 -0.8157 1.5127 0.05 0.05 -0.19
P -1.9498 -1.2396 -0.2485 -1.39 0.18 -0.55
C -2.9991 -0.1084 -1.2398 0.19 -0.14 0.13
C -2.4223 0.9104 -1.9944 0.02 -0.13 -0.02
C -3.2296 1.7774 -2.7113 -0.03 0.04 -0.09
C -4.6066 1.6255 -2.6882 0.03 0.02 0.00
C -5.1820 0.5936 -1.9653 -0.12 0.00 0.02
C -4.3823 -0.2759 -1.2478 0.08 0.03 -0.02
C -2.9284 -2.7900 -0.3863 0.26 0.16 0.16
C -3.3210 -3.5434 0.7147 0.11 -0.05 0.09
C -3.9495 -4.7652 0.5326 -0.03 -0.15 -0.06
C -4.1770 -5.2499 -0.7450 0.00 0.00 0.09
C -3.7840 -4.5051 -1.8490 0.01 -0.01 -0.07
C -3.1627 -3.2824 -1.6724 0.16 0.05 -0.03
C 1.5854 0.1787 2.1051 -0.05 0.07 -0.70
C 1.5565 0.9262 3.2643 -0.27 -0.11 0.15
C 2.6507 1.7191 3.5837 -0.04 -0.11 -0.04
C 3.7498 1.7631 2.7451 -0.01 0.05 -0.05
C 3.7567 1.0518 1.5551 -0.17 -0.05 0.05
C 2.6597 0.2636 1.2177 0.05 -0.09 -0.19
P 2.5715 -0.7218 -0.3377 1.05 0.84 -0.53
C 4.3525 -0.9137 -0.6604 -0.13 -0.12 0.00
C 5.1132 -1.4686 0.3703 -0.07 -0.01 -0.12
C 6.4896 -1.5150 0.2620 0.00 -0.10 0.05
C 7.1081 -1.0323 -0.8828 0.02 0.07 -0.05
C 6.3488 -0.5386 -1.9323 0.11 -0.08 -0.01
C 4.9674 -0.4874 -1.8322 -0.09 0.02 0.12
C 2.0212 0.4385 -1.6367 0.19 0.02 0.17
C 2.5404 1.7304 -1.7159 -0.08 -0.14 -0.19
C 2.1956 2.5486 -2.7790 0.11 0.14 0.11
C 1.3159 2.1053 -3.7545 -0.07 -0.10 0.05
C 0.7769 0.8327 -3.6662 -0.05 -0.02 -0.14
C 1.1395 0.0004 -2.6208 0.10 -0.17 0.26
H -0.4328 -0.9470 4.3652 0.05 0.04 0.09
H -2.6992 -0.8538 5.3496 0.02 0.05 0.07
H -4.6726 -0.6438 3.8926 -0.06 -0.01 0.03
H -4.4313 -0.7446 1.4561 -0.05 0.01 -0.10
H -1.3479 1.0148 -2.0127 0.02 0.07 0.02
H -2.7905 2.5701 -3.2992 0.08 0.05 -0.03
H -5.2329 2.3026 -3.2440 -0.10 0.11 -0.11
H -6.2538 0.4643 -1.9700 -0.08 -0.02 0.01
H -4.8224 -1.1069 -0.7188 -0.15 -0.05 0.05
H -3.1519 -3.1793 1.7207 -0.01 -0.07 -0.04
H -4.2626 -5.3326 1.3954 -0.04 -0.10 0.06
H -4.6588 -6.2045 -0.8805 -0.09 -0.10 -0.03
H -3.9679 -4.8749 -2.8463 -0.04 -0.04 -0.08
H -2.8747 -2.6810 -2.5312 -0.05 -0.09 -0.02
H 0.7039 0.8985 3.9202 -0.14 0.03 0.11
H 2.6505 2.2929 4.4950 -0.05 0.06 0.16
H 4.6088 2.3551 3.0141 0.11 0.13 0.03
H 4.6241 1.1014 0.9129 0.00 -0.03 -0.08
H 4.6173 -1.8233 1.2681 0.11 0.01 0.06
H 7.0795 -1.9172 1.0717 0.06 -0.04 0.05
H 8.1852 -1.0351 -0.9510 0.08 -0.05 -0.04
H 6.8326 -0.1808 -2.8279 0.05 0.02 -0.09
H 4.3780 -0.0963 -2.6502 0.02 0.07 -0.01
H 3.2451 2.0857 -0.9739 0.02 -0.01 0.01
H 2.6318 3.5333 -2.8528 0.01 0.11 -0.01
H 1.0531 2.7389 -4.5879 0.00 0.09 -0.03
H 0.0773 0.4943 -4.4161 -0.02 -0.08 -0.07
H 0.7247 -1.0079 -2.5743 0.00 0.15 -0.08
C 0.3939 4.3738 1.1109 -0.20 0.02 0.04
N 0.4753 2.9893 0.6994 0.23 0.14 0.03
C -0.5676 2.1737 0.4705 0.19 0.10 0.09
N -1.8111 2.6658 0.6372 -0.21 0.23 0.05
O -0.3788 0.9877 0.1410 -0.07 0.10 0.02
H 1.3866 4.8118 1.0738 0.01 0.01 0.02
H 0.0059 4.4637 2.1276 0.01 0.09 0.00
H -0.2422 4.9363 0.4268 0.02 0.12 0.01
H 1.3866 2.5658 0.6318 -0.13 -0.10 -0.07
H -1.9776 3.6529 0.7368 -0.01 -0.05 0.04
H -2.5780 2.0963 0.3173 0.05 0.01 -0.02
```
Positions in Å, forces in eV/Å.

charge = +2
M = 782.045 g/mol
ΔE to the lowest compared entry with this formula, charge and spin = 52.4 kcal/mol
calculated total energy = -2834.3983 hartree
largest force on an atom = 3.14 eV/Å
frontier orbital gap = 7.92 eV

> The lowest largest force on an atom belongs to which entry?

C38H33NO